The following is a quantum chemistry calculation of 2 unconnected molecules or ions with the total composition H4S2Si in a non-equilibrium geometry, from OMol25.

Geometry (Å):
Si (0.02, -0.22, -0.47)
S (1.19, 1.54, 0.14)
S (-1.91, 0.31, 0.16)
H (-0.10, -0.92, -1.84)
H (0.12, -2.48, 0.78)
H (2.40, 0.84, 0.01)
H (-1.71, 0.93, 1.22)

Output
Total charge   0
E_HOMO (spin up / spin down)   -0.3291 / -0.2968 Eh
Spin multiplicity   1
ΔE to the lowest compared entry with this formula, charge and spin   328.6 kJ/mol
Frontier orbital gap (spin up / spin down)   8.0 / 7.3 eV

The following is a quantum chemistry calculation of 2 unconnected molecules or ions with the total composition H4S3 in a non-equilibrium geometry, from OMol25.

Geometry (Å):
S (3.08, -3.53, 2.80)
H (2.86, -2.23, 3.02)
H (2.14, -3.54, 1.83)
S (-2.10, 3.22, -1.40)
S (-1.86, 1.64, -2.60)
H (-3.42, 3.22, -1.63)
H (-0.70, 1.22, -2.03)

Output
SMILES   SS.S
Total charge   0
E_HOMO   -0.3124 Eh
Spin multiplicity   1
ΔE to the lowest compared entry with this formula, charge and spin   35.9 kJ/mol
Frontier orbital gap   9.0 eV

The following is a quantum chemistry calculation of 2 unconnected molecules or ions with the total composition H4S3, from OMol25.

Geometry (Å):
S (-1.73, -1.97, -1.31)
H (-2.75, -2.40, -2.05)
H (-2.31, -0.79, -1.10)
S (0.63, 1.55, -0.08)
S (1.19, 0.51, 1.58)
H (1.82, 1.97, -0.50)
H (1.30, -0.71, 1.05)

Output
SMILES   SS.S
Total charge   0
E_HOMO   -0.3576 Eh
Spin multiplicity   1
ΔE to the lowest compared entry with this formula, charge and spin   2.5 kJ/mol
Frontier orbital gap   10.1 eV

The following is a quantum chemistry calculation of 2 unconnected molecules or ions with the total composition H4S4, from OMol25.

Geometry (Å):
S (-0.54, -1.84, 1.62)
S (-1.74, -1.78, -0.11)
H (0.31, -0.93, 1.14)
H (-2.54, -2.73, 0.36)
S (2.07, 1.35, -0.53)
S (0.23, 2.34, -0.86)
H (1.71, 0.19, -1.08)
H (-0.43, 1.27, -1.29)

Output
SMILES   SS.SS
Total charge   0
E_HOMO   -0.3190 Eh
Spin multiplicity   1
ΔE to the lowest compared entry with this formula, charge and spin   55.1 kJ/mol
Frontier orbital gap   8.7 eV

The following is a quantum chemistry calculation of 2 unconnected molecules or ions with the total composition H4SSi in a non-equilibrium geometry, from OMol25.

Geometry (Å):
Si (0.03, -0.57, 0.11)
S (-2.05, 0.10, -0.05)
H (0.85, 1.30, -0.97)
H (0.31, -0.59, 1.58)
H (0.34, -1.58, -0.84)
H (-1.79, -0.10, -1.38)

Output
Total charge   0
E_HOMO   -0.3234 Eh
Spin multiplicity   1
ΔE to the lowest compared entry with this formula, charge and spin   260.8 kJ/mol
Frontier orbital gap   8.7 eV

The following is a quantum chemistry calculation of a molecular structure, H50HfO25 in a non-equilibrium geometry, from OMol25.

Geometry (Å):
Hf (17.15, 12.53, 20.73)
O (19.41, 9.18, 19.92)
H (19.03, 8.31, 19.92)
H (20.33, 9.04, 19.72)
O (14.02, 15.35, 22.06)
H (13.73, 15.99, 21.41)
H (13.72, 15.69, 22.90)
O (14.66, 9.83, 23.49)
H (14.61, 10.02, 24.43)
H (14.98, 8.93, 23.45)
O (18.92, 15.58, 18.26)
H (18.53, 15.54, 17.39)
H (19.02, 16.51, 18.44)
O (16.15, 14.69, 20.50)
H (15.41, 15.06, 20.98)
H (16.33, 15.33, 19.81)
O (17.66, 13.50, 16.05)
H (18.22, 12.86, 15.60)
H (17.11, 13.86, 15.36)
O (14.48, 11.16, 17.26)
H (14.21, 10.50, 16.63)
H (14.74, 11.92, 16.74)
O (19.26, 11.39, 21.31)
H (19.49, 10.48, 21.12)
H (20.01, 11.74, 21.80)
O (15.26, 12.93, 22.32)
H (14.76, 13.74, 22.43)
H (14.93, 12.36, 23.02)
O (17.26, 14.52, 25.20)
H (17.44, 15.43, 25.45)
H (16.87, 14.13, 25.98)
O (17.52, 10.85, 19.04)
H (18.22, 10.22, 19.19)
H (17.14, 10.60, 18.20)
O (20.48, 11.60, 17.27)
H (20.95, 10.80, 17.52)
H (20.14, 11.42, 16.39)
O (17.77, 12.49, 23.24)
H (17.72, 13.13, 23.95)
H (18.00, 11.67, 23.67)
O (15.71, 17.46, 20.45)
H (15.77, 17.08, 21.32)
H (15.94, 18.38, 20.57)
O (15.61, 8.23, 18.92)
H (15.58, 7.38, 19.35)
H (14.81, 8.27, 18.40)
O (18.59, 14.31, 21.53)
H (19.53, 14.35, 21.40)
H (18.34, 15.21, 21.77)
O (13.03, 10.89, 21.56)
H (12.14, 10.62, 21.79)
H (13.54, 10.72, 22.35)
O (16.43, 13.28, 18.42)
H (15.53, 13.50, 18.16)
H (16.94, 13.38, 17.61)
O (18.20, 8.50, 22.43)
H (18.65, 8.52, 23.28)
H (18.09, 7.57, 22.25)
O (17.19, 10.33, 16.34)
H (16.74, 9.69, 15.80)
H (17.63, 10.91, 15.72)
O (13.93, 14.12, 18.29)
H (13.31, 14.02, 17.57)
H (13.57, 14.83, 18.83)
O (19.07, 13.16, 19.18)
H (19.54, 12.64, 18.53)
H (19.23, 14.07, 18.93)
O (15.00, 11.67, 19.89)
H (14.80, 11.38, 19.00)
H (14.19, 11.51, 20.39)
O (18.15, 17.05, 22.38)
H (18.82, 17.63, 22.02)
H (18.21, 17.17, 23.33)
O (16.59, 10.39, 21.73)
H (15.75, 10.20, 22.16)
H (17.09, 9.58, 21.81)

Output
Total charge   +4
E_HOMO   -0.7672 Eh
Spin multiplicity   1
Frontier orbital gap   10.2 eV

The following is a quantum chemistry calculation of 25 unconnected molecules or ions with the total composition H50O25 in a non-equilibrium geometry, from OMol25.

Geometry (Å):
O (2.34, 2.97, -0.72)
H (1.73, 3.54, -1.08)
H (3.20, 3.10, -1.17)
O (0.41, 4.27, 2.46)
H (0.28, 4.07, 3.41)
H (0.84, 3.42, 2.16)
O (1.34, 0.24, -0.99)
H (2.02, 0.76, -0.48)
H (0.65, 0.90, -1.06)
O (4.26, -3.01, -0.88)
H (3.78, -2.80, -1.68)
H (3.64, -3.63, -0.44)
O (-3.42, -2.00, -0.04)
H (-4.07, -1.54, -0.54)
H (-2.87, -2.58, -0.66)
O (-4.55, 3.35, 1.57)
H (-3.65, 3.22, 1.18)
H (-5.08, 3.83, 0.85)
O (-1.56, 4.06, 0.86)
H (-2.16, 4.76, 0.69)
H (-0.92, 4.18, 1.63)
O (-5.21, 0.47, 1.53)
H (-5.36, 1.36, 1.98)
H (-6.00, 0.13, 1.14)
O (-4.00, 1.56, -0.81)
H (-3.06, 1.34, -0.87)
H (-4.09, 1.14, 0.14)
O (2.08, -3.62, -3.68)
H (1.93, -3.79, -4.66)
H (2.14, -2.68, -3.70)
O (-4.62, 4.28, -1.30)
H (-4.65, 3.30, -1.26)
H (-3.74, 4.39, -1.66)
O (-2.18, 0.00, 1.46)
H (-2.05, -0.29, 2.39)
H (-2.74, -0.65, 1.01)
O (1.81, 2.06, 1.95)
H (2.41, 1.75, 2.70)
H (2.41, 2.30, 1.20)
O (0.49, -3.95, -1.17)
H (0.95, -3.96, -2.03)
H (0.32, -3.05, -0.96)
O (4.14, 0.56, -0.17)
H (4.09, 0.04, 0.64)
H (4.51, -0.12, -0.80)
O (-6.04, -0.38, -1.28)
H (-5.51, 0.43, -1.49)
H (-6.99, -0.18, -1.36)
O (-1.16, 1.70, -0.58)
H (-1.09, 1.27, 0.30)
H (-1.27, 2.62, -0.32)
O (4.25, -1.44, 1.81)
H (3.47, -1.90, 2.11)
H (4.75, -2.06, 1.20)
O (5.54, 2.59, -1.36)
H (6.33, 2.61, -1.88)
H (5.31, 1.69, -1.04)
O (1.69, -0.69, -3.67)
H (1.01, -0.12, -4.06)
H (1.75, -0.37, -2.78)
O (-2.29, -3.99, -1.97)
H (-2.66, -4.87, -1.66)
H (-1.35, -4.06, -1.66)
O (2.25, -4.70, 0.77)
H (1.51, -4.66, 0.11)
H (2.23, -5.53, 1.32)
O (0.08, -1.72, 0.23)
H (-0.75, -1.39, 0.63)
H (0.54, -0.88, 0.00)
O (2.42, 0.28, 3.92)
H (2.40, -0.62, 3.56)
H (2.73, 0.12, 4.81)
O (1.84, -2.33, 2.36)
H (1.97, -3.22, 2.15)
H (1.26, -1.92, 1.67)

Output
Total charge   0
E_HOMO   -0.3961 Eh
Spin multiplicity   1
ΔE to the lowest compared entry with this formula, charge and spin   124.5 kJ/mol
Frontier orbital gap   10.9 eV

The following is a quantum chemistry calculation of 28 unconnected molecules or ions with the total composition H56O28 in a non-equilibrium geometry, from OMol25.

Geometry (Å):
O (-5.52, 1.67, 0.42)
H (-5.32, 2.47, 0.92)
H (-4.67, 1.26, 0.28)
O (-1.84, -0.17, 3.02)
H (-1.82, -0.78, 3.76)
H (-1.24, -0.56, 2.38)
O (0.62, 4.51, 0.00)
H (-0.33, 4.55, -0.12)
H (0.74, 4.52, 0.95)
O (-1.13, -6.33, -0.13)
H (-1.09, -5.66, -0.81)
H (-0.99, -5.84, 0.69)
O (-0.30, -0.15, -0.08)
H (0.20, -0.94, -0.31)
H (0.08, 0.54, -0.62)
O (2.08, 5.10, -2.39)
H (1.62, 4.86, -1.59)
H (2.99, 4.85, -2.23)
O (-4.38, 0.17, -3.29)
H (-4.24, 0.96, -3.81)
H (-4.03, 0.38, -2.42)
O (3.43, 0.91, 0.51)
H (3.47, -0.04, 0.59)
H (4.28, 1.22, 0.80)
O (4.10, -1.91, 0.84)
H (5.01, -2.16, 0.67)
H (3.84, -2.46, 1.58)
O (-3.16, 0.19, -0.46)
H (-3.55, -0.45, 0.14)
H (-2.22, 0.11, -0.32)
O (0.68, 2.55, -3.48)
H (0.79, 2.09, -2.65)
H (0.47, 3.45, -3.23)
O (-1.35, -3.68, -1.16)
H (-0.54, -3.21, -0.94)
H (-1.95, -3.48, -0.45)
O (-2.48, -3.37, 1.36)
H (-1.87, -4.03, 1.71)
H (-2.96, -3.06, 2.13)
O (1.88, -1.56, -1.07)
H (2.23, -1.65, -1.95)
H (2.61, -1.79, -0.50)
O (-3.21, 5.18, 0.95)
H (-2.59, 4.49, 0.73)
H (-4.04, 4.73, 1.07)
O (4.91, 1.72, -2.69)
H (4.26, 2.37, -2.43)
H (5.74, 2.06, -2.34)
O (1.28, -4.41, -2.37)
H (0.97, -5.25, -2.71)
H (1.64, -4.63, -1.51)
O (3.63, -3.37, 3.10)
H (4.03, -4.13, 3.54)
H (3.00, -3.76, 2.50)
O (3.44, -2.72, -3.09)
H (2.64, -3.25, -3.09)
H (3.56, -2.48, -4.01)
O (-2.73, 2.73, 3.26)
H (-2.51, 3.11, 2.42)
H (-2.74, 1.78, 3.10)
O (-3.03, 2.49, -4.41)
H (-2.64, 3.13, -5.02)
H (-2.51, 1.70, -4.53)
O (-2.30, 2.73, 0.18)
H (-2.66, 3.16, -0.60)
H (-2.05, 1.86, -0.12)
O (-0.21, 1.94, 5.16)
H (0.38, 2.68, 5.28)
H (-0.64, 2.11, 4.32)
O (3.99, -0.80, 3.49)
H (4.28, -0.77, 2.57)
H (3.74, -1.71, 3.63)
O (-3.74, 3.68, -2.12)
H (-4.50, 4.19, -2.38)
H (-3.53, 3.14, -2.89)
O (1.36, 1.84, -1.00)
H (1.13, 2.74, -0.76)
H (2.01, 1.59, -0.35)
O (-1.09, -2.32, 4.59)
H (-0.42, -2.87, 4.18)
H (-1.92, -2.72, 4.33)
O (2.65, -4.89, 0.60)
H (3.40, -4.37, 0.29)
H (2.87, -5.79, 0.36)

Output
Total charge   0
E_HOMO   -0.3853 Eh
Spin multiplicity   1
ΔE to the lowest compared entry with this formula, charge and spin   363.2 kJ/mol
Frontier orbital gap   9.4 eV